# 1
ORCA calculation (wB97M-V/def2-TZVPD) on a cluster of 6 separate species, C16H48N4O6 in total.

Computed properties:
- <S²> = 0.750
- total charge = -1
- HOMO-LUMO gap (alpha / beta) (eV) = 2.208 / 8.820
- HOMO (alpha / beta) (eV) = 0.2652 / -6.3806
- multiplicity = 2

Each line ends with the Mulliken spin population.
Positions of all 74 atoms, in Å:
C (11.249, 15.375, -19.753)  0.142
C (12.293, 15.437, -18.644)  -0.070
C (11.736, 15.691, -17.186)  0.047
O (10.785, 14.616, -16.993)  -0.058
C (10.089, 14.663, -15.785)  0.029
N (13.040, 14.258, -18.763)  0.121
H (10.810, 16.316, -20.086)  0.046
H (10.473, 14.633, -19.564)  0.010
H (11.651, 15.185, -20.748)  -0.074
H (12.907, 16.265, -18.997)  -0.010
H (11.280, 16.681, -17.202)  -0.001
H (12.554, 15.611, -16.470)  0.011
H (9.079, 15.062, -15.870)  -0.004
H (10.685, 15.271, -15.103)  0.009
H (9.961, 13.662, -15.373)  -0.003
H (12.733, 13.863, -19.640)  0.035
H (12.632, 13.632, -18.083)  -0.065
C (20.214, 8.971, -22.663)  -0.001
C (19.059, 8.049, -22.466)  -0.028
C (17.734, 8.479, -23.107)  -0.041
O (17.499, 9.839, -22.785)  -0.509
C (16.227, 10.496, -23.056)  0.656
N (19.419, 6.740, -23.058)  0.001
H (21.181, 8.659, -22.269)  -0.005
H (20.126, 9.988, -22.280)  0.004
H (20.327, 9.008, -23.746)  -0.001
H (18.886, 7.843, -21.410)  0.011
H (16.854, 7.907, -22.814)  0.004
H (17.704, 8.434, -24.196)  0.058
H (15.980, 10.347, -24.107)  0.013
H (16.268, 11.574, -22.901)  0.199
H (15.437, 10.032, -22.465)  0.020
H (18.581, 6.214, -23.260)  0.000
H (19.874, 6.373, -22.234)  -0.002
C (18.824, 15.418, -22.007)  0.017
C (19.297, 14.406, -20.952)  -0.001
C (18.136, 13.726, -20.221)  0.004
O (17.425, 14.723, -19.489)  -0.055
C (16.186, 14.123, -19.098)  0.266
N (20.274, 13.427, -21.445)  0.006
H (19.533, 15.786, -22.749)  -0.005
H (18.498, 16.321, -21.490)  0.002
H (17.974, 15.149, -22.634)  0.003
H (19.804, 14.992, -20.186)  0.001
H (18.487, 13.000, -19.489)  0.000
H (17.483, 13.347, -21.008)  0.006
H (15.793, 14.631, -18.218)  0.034
H (16.093, 13.051, -18.924)  -0.030
H (15.536, 14.290, -19.957)  -0.122
H (19.977, 12.880, -22.239)  -0.001
H (20.537, 12.848, -20.660)  -0.003
C (15.856, 17.312, -22.622)  0.004
C (14.991, 17.046, -21.352)  0.032
C (14.490, 18.472, -20.681)  -0.004
O (15.529, 19.268, -20.073)  0.000
C (16.295, 18.571, -19.050)  0.000
N (13.951, 16.082, -21.636)  0.067
H (15.190, 17.895, -23.258)  0.001
H (16.072, 16.453, -23.256)  0.003
H (16.757, 17.866, -22.360)  -0.001
H (15.698, 16.560, -20.679)  -0.005
H (13.845, 18.200, -19.845)  -0.002
H (13.844, 19.050, -21.342)  -0.003
H (15.691, 17.861, -18.485)  0.000
H (16.724, 19.324, -18.389)  0.000
H (17.097, 17.986, -19.500)  0.001
H (13.552, 15.762, -20.765)  0.030
H (14.349, 15.237, -22.022)  0.032
O (14.438, 13.270, -22.022)  1.005
H (14.816, 12.857, -21.246)  -0.004
H (13.951, 12.568, -22.455)  0.025
O (13.106, 11.587, -23.705)  -1.866
H (12.573, 11.926, -24.424)  0.696
H (12.575, 10.890, -23.320)  0.323

# 2
ORCA calculation (wB97M-V/def2-TZVPD) on a structure of composition C4H15N2O.

Computed properties:
- total charge = +1
- HOMO-LUMO gap (eV) = 5.197
- HOMO (eV) = -13.8667

Each line ends with the Mulliken charge.
Positions of all 22 atoms, in Å:
N (-1.225, -0.202, -0.505)  -0.414
C (-0.352, -0.388, -1.611)  -0.336
C (1.019, -0.919, -1.096)  -0.616
N (1.147, -0.725, 0.332)  0.176
C (1.130, 0.659, 0.772)  -0.832
C (2.253, -1.466, 0.947)  -0.873
H (-4.891, 1.662, 2.634)  0.012
H (-2.194, -0.401, -0.804)  0.369
H (-4.960, 0.951, 2.548)  -0.011
H (-0.208, 0.507, -2.247)  0.363
H (-0.620, -1.189, -2.316)  0.406
H (1.818, -0.572, -1.772)  0.263
H (0.921, -2.002, -1.176)  0.497
H (2.096, 1.183, 0.672)  0.375
H (0.869, 0.715, 1.831)  0.364
H (0.452, 1.243, 0.172)  0.333
H (3.205, -0.921, 0.939)  0.332
H (2.326, -2.401, 0.398)  0.381
H (2.020, -1.721, 1.984)  0.327
H (-1.410, 1.155, -0.531)  0.191
H (-2.082, 2.630, -0.797)  0.326
O (-1.314, 2.204, -0.374)  -0.632

The following strongest force on any atom values (in hartree/bohr) correspond, in order, to the records above: 0.054 0.059.